{"formula": "Cl2H3PSi", "method": "wB97M-V/def2-TZVPD", "species": ["Si", "P", "Cl", "Cl", "H", "H", "H"], "coordinates": [[-0.69, 0.54, -0.99], [-1.73, 0.05, 0.77], [0.62, 1.99, -1.45], [-0.93, -0.55, -2.66], [2.06, -1.67, 1.06], [-1.18, 1.10, 1.51], [1.84, -1.45, 1.77]], "mulliken_charge": [0.4513, -0.1339, -0.1631, -0.1712, -0.0233, 0.0163, 0.0240], "relative_energy_ev": 1.842, "homo_energy_ev": -8.73}

---

{"formula": "C4H5BrN4O2S2", "method": "wB97M-V/def2-TZVPD", "species": ["C", "C", "C", "C", "N", "N", "N", "N", "O", "O", "S", "S", "Br", "H", "H", "H", "H", "H"], "coordinates": [[0.54, -0.77, -3.84], [-0.46, -0.37, -3.10], [1.30, -0.80, -1.89], [0.44, -0.19, 0.32], [1.67, -1.07, -3.12], [-0.03, -0.35, -1.81], [-0.39, 0.10, -0.59], [-0.42, -0.66, 2.93], [1.73, 0.74, 2.39], [-0.58, 1.66, 2.01], [2.01, -0.72, -0.29], [0.38, 0.56, 1.95], [-2.96, 2.46, 3.52], [0.69, -0.90, -4.84], [-1.42, -0.05, -3.40], [-1.82, 1.90, 2.80], [-1.04, -0.28, 3.64], [0.35, -1.25, 3.30]], "mulliken_charge": [-0.4348, -0.1265, 0.1632, 0.2619, -0.6011, 0.7257, -0.8001, -0.5635, -0.5814, -0.5800, -0.1090, 1.2453, -0.3556, 0.5374, 0.4362, 0.2382, 0.2535, 0.2908], "relative_energy_ev": 0.000, "homo_energy_ev": -9.65, "smiles": "NS(=O)(=O)c1nn2ccnc2s1.Br"}

---

{"formula": "CHFN2", "method": "wB97M-V/def2-TZVPD", "species": ["C", "N", "N", "F", "H"], "coordinates": [[0.73, 0.07, 0.06], [1.57, 1.04, 0.58], [1.60, 0.90, -0.63], [1.30, -1.69, 0.04], [-0.34, -0.21, 0.04]], "mulliken_charge": [0.4885, -0.1711, -0.1408, -0.4901, 0.3134], "relative_energy_ev": 1.629, "homo_energy_ev": -11.94}

---

{"formula": "C6H8OS", "method": "wB97M-V/def2-TZVPD", "species": ["C", "C", "C", "C", "C", "C", "H", "H", "H", "H", "H", "H", "H", "H", "O", "S"], "coordinates": [[-1.00, -1.15, -0.05], [-1.42, 0.28, -0.01], [-0.39, 1.35, -0.29], [0.94, 1.02, 0.33], [1.45, -0.39, 0.02], [0.49, -1.52, -0.14], [-1.80, 0.39, 1.01], [-2.35, 0.40, -0.60], [-0.23, 1.53, -1.37], [-0.74, 2.34, 0.04], [1.65, 1.80, 0.09], [0.84, 1.06, 1.44], [0.78, -2.38, 0.51], [0.58, -1.93, -1.10], [-1.83, -1.98, 0.14], [3.04, -0.80, -0.03]], "mulliken_charge": [0.2033, -0.4029, -0.6379, -0.6038, 0.1855, -0.5568, 0.2680, 0.3140, 0.2965, 0.3159, 0.3892, 0.2839, 0.4037, 0.3390, -0.5643, -0.2332], "relative_energy_ev": 0.591, "homo_energy_ev": -8.73, "smiles": "O=C1CCCC(=S)C1"}

---

{"formula": "C2H4FP", "method": "wB97M-V/def2-TZVPD", "species": ["C", "C", "F", "P", "H", "H", "H", "H"], "coordinates": [[-0.06, -0.47, -0.35], [-1.30, -0.02, 0.12], [1.87, -0.62, 0.89], [1.58, 0.24, -0.43], [1.50, 1.94, 0.10], [0.04, -1.52, -0.75], [-2.23, -0.59, -0.12], [-1.39, 1.04, 0.54]], "mulliken_charge": [-0.1090, -0.4789, -0.2383, 0.1211, 0.0088, 0.2451, 0.2403, 0.2110], "relative_energy_ev": 1.304, "homo_energy_ev": -9.47}

---

{"formula": "C27H32FN5O3", "method": "wB97M-V/def2-TZVPD", "species": ["O", "C", "N", "H", "C", "C", "C", "N", "C", "C", "N", "C", "C", "C", "C", "C", "C", "H", "H", "F", "H", "H", "C", "H", "C", "H", "H", "H", "H", "H", "H", "H", "H", "H", "H", "H", "H", "H", "C", "H", "H", "C", "N", "C", "O", "C", "N", "C", "C", "C", "C", "C", "C", "C", "C", "C", "O", "H", "H", "H", "H", "H", "H", "H", "H", "H", "H", "H"], "coordinates": [[1.75, -1.00, 2.71], [0.97, -0.37, 3.40], [-0.20, 0.11, 2.94], [-0.76, 0.71, 3.53], [-0.55, 0.05, 1.54], [-0.68, 1.44, 0.93], [-0.72, 1.35, -0.60], [-1.79, 0.49, -1.06], [-3.09, 1.13, -1.03], [-4.19, 0.11, -1.36], [-3.96, -0.48, -2.66], [-4.51, 0.10, -3.79], [-5.85, 0.52, -3.78], [-6.45, 1.05, -4.90], [-5.72, 1.16, -6.07], [-4.41, 0.74, -6.13], [-3.81, 0.22, -5.00], [-2.78, -0.08, -5.07], [-3.86, 0.83, -7.06], [-6.31, 1.68, -7.18], [-7.48, 1.37, -4.88], [-6.44, 0.41, -2.88], [-2.65, -1.08, -2.70], [-2.63, -1.85, -1.92], [-1.55, -0.07, -2.38], [-1.53, 0.72, -3.15], [-0.58, -0.57, -2.37], [-2.48, -1.56, -3.66], [-4.16, -0.70, -0.62], [-5.16, 0.59, -1.32], [-3.15, 1.96, -1.76], [-3.27, 1.54, -0.04], [0.22, 0.92, -0.94], [-0.81, 2.37, -1.02], [0.18, 2.04, 1.23], [-1.58, 1.93, 1.31], [0.24, -0.51, 1.05], [-1.49, -0.50, 1.43], [1.26, -0.06, 4.87], [2.00, -0.79, 5.22], [0.36, -0.14, 5.47], [1.86, 1.35, 4.98], [2.95, 1.53, 4.06], [2.76, 2.13, 2.87], [1.77, 2.76, 2.57], [3.94, 1.94, 1.91], [3.88, 0.60, 1.36], [3.17, 0.38, 0.21], [3.05, -0.85, -0.34], [3.67, -1.97, 0.30], [3.60, -3.27, -0.22], [4.21, -4.31, 0.43], [4.90, -4.09, 1.62], [4.98, -2.82, 2.15], [4.37, -1.75, 1.50], [4.44, -0.43, 2.09], [4.98, -0.18, 3.17], [5.51, -2.63, 3.07], [5.38, -4.92, 2.13], [4.15, -5.31, 0.03], [3.06, -3.44, -1.14], [2.49, -0.99, -1.24], [2.72, 1.25, -0.23], [3.87, 2.67, 1.10], [4.88, 2.05, 2.44], [3.75, 0.90, 4.14], [1.10, 2.10, 4.74], [2.22, 1.52, 6.00]], "mulliken_charge": [-0.5099, 0.5214, 0.0377, 0.2933, -0.6965, -0.0640, -1.3567, 0.6513, -0.6143, -1.1734, 0.0627, 0.7508, -0.2299, -0.7164, 0.3233, -0.8441, -0.2512, 0.2402, 0.4152, -0.3397, 0.4137, 0.4082, -1.4618, 0.3641, -0.3031, 0.3825, 0.3167, 0.5819, 0.3233, 0.3987, 0.2663, 0.4110, 0.5032, 0.2276, 0.1430, 0.4330, 0.2625, 0.1166, -0.9782, 0.3674, 0.4037, -0.7558, -0.0975, 0.6360, -0.6901, -1.2513, 0.2485, -0.1151, -1.0061, 1.2990, -1.0350, -0.4407, -0.6615, -0.5937, 0.3417, 0.5410, -0.8434, 0.4825, 0.4064, 0.4033, 0.4000, 0.4222, 0.2081, 0.5389, 0.4095, 0.3348, 0.4050, 0.3329], "relative_energy_ev": 0.032, "homo_energy_ev": -7.63, "smiles": "O=C(CCNC(=O)Cn1ccc2ccccc2c1=O)NCCCN1CCN(c2ccc(F)cc2)CC1"}

---

{"formula": "C3H11N2", "method": "wB97M-V/def2-TZVPD", "species": ["C", "C", "H", "H", "H", "H", "H", "H", "N", "C", "N", "H", "H", "H", "H", "H"], "coordinates": [[0.41, 2.21, 0.77], [0.27, 2.07, -0.74], [-0.03, 3.16, 1.04], [-0.13, 1.48, 1.39], [1.43, 2.09, 1.10], [-0.61, 2.56, -1.14], [0.18, 1.03, -1.09], [1.12, 2.45, -1.29], [0.60, -2.31, -0.67], [-0.40, -1.70, -0.08], [-1.38, -2.35, 0.52], [0.72, -3.32, -0.66], [1.28, -1.70, -1.11], [-0.20, -0.65, 0.08], [-2.07, -1.76, 0.96], [-1.20, -3.27, 0.91]], "mulliken_charge": [-0.8308, -0.6534, 0.3037, 0.2523, 0.2950, 0.2823, 0.0566, 0.3043, -0.2777, 0.5895, -0.3716, 0.2363, 0.2750, -0.0036, 0.2830, 0.2593], "total_charge": 1, "relative_energy_ev": 0.682, "homo_energy_ev": -15.09}

---

{"formula": "C17H22Cl4OTc", "method": "wB97M-V/def2-TZVPD", "species": ["C", "C", "C", "C", "C", "C", "C", "C", "C", "C", "Tc", "Cl", "Cl", "Cl", "H", "H", "H", "H", "H", "H", "H", "H", "H", "H", "H", "H", "H", "H", "H", "O", "H", "Cl", "C", "C", "C", "C", "C", "C", "C", "H", "H", "H", "H", "H", "H"], "coordinates": [[-0.76, 1.05, -2.43], [-0.92, -0.38, -2.61], [0.40, -0.97, -2.56], [-2.16, -1.11, -2.98], [1.36, 0.07, -2.35], [0.65, 1.31, -2.25], [1.28, 2.65, -2.07], [-1.85, 2.06, -2.42], [0.71, -2.39, -2.90], [2.84, -0.12, -2.38], [-0.28, 0.03, -0.63], [-3.56, -3.63, -0.05], [-2.46, -0.31, 0.04], [0.42, -1.94, 0.34], [-3.03, -0.51, -2.71], [-2.23, -2.07, -2.45], [-2.17, -1.29, -4.06], [-0.07, -3.06, -2.53], [1.67, -2.69, -2.48], [0.77, -2.51, -3.99], [3.13, -1.04, -1.87], [3.34, 0.73, -1.92], [3.19, -0.19, -3.42], [2.21, 2.59, -1.48], [0.59, 3.34, -1.57], [1.54, 3.07, -3.05], [-2.76, 1.64, -1.99], [-2.05, 2.37, -3.45], [-1.56, 2.93, -1.83], [-0.34, 1.80, 0.29], [0.34, 2.18, 0.87], [-0.39, 2.35, 3.66], [-0.09, 0.86, 4.44], [-0.05, 0.75, 5.81], [0.19, -0.51, 6.38], [0.39, -1.66, 5.57], [0.36, -1.55, 4.19], [0.13, -0.27, 3.63], [0.07, 0.05, 2.28], [-0.21, 1.65, 6.41], [0.22, -0.59, 7.46], [0.58, -2.63, 6.05], [0.50, -2.40, 3.51], [-0.90, 0.03, 1.77], [0.98, 0.32, 1.72]], "mulliken_charge": [0.4879, 1.2606, -0.3463, -1.6420, 1.2794, 1.1617, -1.9889, -1.8450, -1.5508, -1.9315, 0.3637, -0.9814, -0.4322, -0.4815, 0.2914, 0.3321, 0.3089, 0.3567, 0.3490, 0.3394, 0.3845, 0.3905, 0.2761, 0.4307, 0.3241, 0.3044, 0.3748, 0.2978, 0.2588, -0.6828, 0.1508, -0.2022, 0.3245, -0.4255, -0.4235, -0.4243, -0.3040, 0.4670, -1.2419, 0.3581, 0.3121, 0.3294, 0.4401, 0.5077, 0.4420], "multiplicity": 4, "total_charge": -2, "homo_energy_ev": [-0.65, -0.60]}